# C23H37FNO5

A 2-piece molecular cluster, C23H37FNO5 overall in a non-equilibrium geometry (ωB97M-V with the def2-TZVPD basis set, OMol25).

Each line ends with the Löwdin charge.
Cartesian coordinates (Å):
C (5.081016, 0.541957, 2.454389)  -0.123
C (3.957173, 0.526104, 1.402765)  -0.263
C (4.236201, 1.606732, 0.333539)  -0.220
C (3.660104, 1.241371, -1.045476)  -0.200
C (2.170165, 0.902833, -1.022037)  -0.230
C (1.268083, 2.158268, -1.042351)  -0.210
C (-0.150795, 1.748843, -0.632106)  -0.214
C (-1.235426, 2.816919, -0.947509)  -0.193
C (-2.283670, 2.865348, 0.184116)  -0.220
C (-3.640423, 3.477744, -0.248990)  -0.204
C (-4.796602, 2.457674, -0.197039)  -0.207
C (-4.967131, 1.879039, 1.230298)  -0.200
C (-5.186502, 0.343101, 1.287074)  -0.173
C (-3.997700, -0.422580, 1.967711)  -0.113
C (-3.201866, -1.291256, 1.007532)  -0.130
C (-2.885737, -0.823064, -0.171102)  0.047
C (-2.127034, -1.709365, -1.109876)  -0.357
O (-2.326493, -1.708978, -2.268847)  0.152
C (-1.114041, -2.626417, -0.459948)  -0.126
C (0.147010, -2.873133, -1.239941)  -0.064
C (1.255973, -3.666011, -0.525195)  -0.350
C (2.530365, -2.801394, -0.496914)  -0.034
F (1.547696, -4.774544, -1.302306)  -0.009
C (-1.446737, -3.105277, 0.713991)  0.063
C (-2.739812, -2.685498, 1.345624)  -0.352
O (-3.332295, -3.381490, 2.083267)  0.141
H (5.326364, 1.556254, 2.777457)  0.066
H (5.988582, 0.095236, 2.034028)  0.075
H (4.799023, -0.086488, 3.305024)  0.064
H (3.017742, 0.751575, 1.923728)  0.101
H (3.848093, -0.471227, 0.967130)  0.097
H (5.327906, 1.653587, 0.231901)  0.104
H (3.905138, 2.585854, 0.696593)  0.103
H (4.253506, 0.419637, -1.457223)  0.118
H (3.805552, 2.104263, -1.709792)  0.107
H (1.894278, 0.317760, -1.908199)  0.114
H (1.887631, 0.281820, -0.165082)  0.081
H (1.288999, 2.623517, -2.033445)  0.115
H (1.676584, 2.893039, -0.333890)  0.111
H (-0.383754, 0.840112, -1.204602)  0.101
H (-0.179506, 1.450628, 0.421939)  0.113
H (-0.796150, 3.799236, -1.127690)  0.110
H (-1.756151, 2.444410, -1.838430)  0.110
H (-2.382722, 1.889073, 0.666911)  0.077
H (-1.866670, 3.520320, 0.962611)  0.113
H (-3.528289, 3.947669, -1.230660)  0.105
H (-3.904942, 4.263350, 0.468435)  0.104
H (-5.703785, 3.030086, -0.423777)  0.101
H (-4.717564, 1.700221, -0.982451)  0.102
H (-5.869775, 2.345688, 1.640066)  0.102
H (-4.164407, 2.157285, 1.916511)  0.097
H (-6.045106, 0.158093, 1.942242)  0.099
H (-5.457460, -0.076606, 0.317633)  0.108
H (-3.323627, 0.336224, 2.377216)  0.111
H (-4.385393, -1.027557, 2.788935)  0.109
H (-3.140062, 0.173505, -0.510364)  0.111
H (0.551492, -1.884364, -1.491493)  0.112
H (-0.096227, -3.324464, -2.206052)  0.141
H (1.048867, -3.920741, 0.516458)  0.124
H (2.257645, -1.802387, -0.129617)  0.052
H (3.288853, -3.208134, 0.166011)  0.072
H (2.891672, -2.659001, -1.519226)  0.085
H (-0.797703, -3.798597, 1.236169)  0.119
N (5.257444, -3.947465, -2.097637)  -0.649
O (5.031192, -2.986466, -2.866511)  -0.106
O (5.367601, -3.742558, -0.870228)  -0.108
O (5.363605, -5.099312, -2.551302)  -0.081

Atomic forces in eV per Å
C -0.157 -0.720 -0.294
C 0.233 0.795 0.479
C 0.125 -0.905 -0.100
C 0.019 0.321 0.236
C -0.304 0.496 -0.573
C 0.256 -0.646 0.764
C 0.080 0.561 -0.688
C -0.401 -1.561 0.575
C 0.395 1.218 -0.111
C 0.158 -0.613 0.596
C 0.142 0.949 0.144
C -0.880 -0.452 -0.525
C 0.168 0.070 1.176
C -0.429 -0.393 -0.605
C -0.549 0.446 1.195
C 0.834 -0.046 -1.366
C 0.550 0.162 2.817
O -0.315 0.144 -3.048
C 0.281 0.546 -1.315
C -0.220 -0.002 0.366
C 1.169 1.648 -0.711
C -0.814 0.226 0.222
F -0.330 -0.616 0.427
C -0.286 -0.245 0.939
C 1.924 1.681 -1.574
O -1.716 -1.800 2.202
H -0.151 -0.058 0.105
H -0.053 0.142 -0.002
H 0.113 0.254 0.098
H -0.026 -0.083 -0.179
H 0.176 0.127 -0.056
H -0.118 0.205 -0.078
H -0.062 -0.071 -0.085
H -0.157 -0.041 0.073
H 0.005 -0.178 -0.089
H 0.177 -0.072 0.072
H 0.211 0.136 0.010
H -0.086 -0.090 0.042
H -0.174 0.031 -0.088
H -0.103 0.050 0.141
H 0.137 0.179 -0.025
H -0.112 -0.036 -0.075
H 0.140 0.514 -0.183
H -0.146 -0.015 -0.281
H 0.016 -0.243 0.036
H -0.160 -0.092 0.048
H 0.016 0.070 -0.206
H -0.007 -0.252 -0.176
H 0.186 -0.106 0.225
H 0.158 0.018 0.057
H 0.094 0.044 -0.261
H -0.012 0.037 -0.196
H 0.224 0.053 -0.014
H 0.061 -0.255 0.152
H 0.184 -0.011 -0.027
H -0.221 -0.134 -0.181
H -0.097 -0.069 -0.054
H 0.014 -0.134 0.149
H -0.376 -0.573 -0.286
H 0.013 -0.206 0.107
H 0.167 -0.126 -0.373
H 0.289 -0.212 0.168
H -0.363 -0.117 0.159
N 0.002 -0.064 -0.048
O -0.087 0.153 -0.049
O 0.161 0.029 0.179
O 0.034 -0.069 -0.037

Output
charge = -1
HOMO-LUMO gap = 5.670 eV
lowest unoccupied orbital energy = 1.31 eV
HOMO = -0.1603 Eh

=====

# C23H37GdI2N2O6S

C23H37GdI2N2O6S as an isolated structure in a non-equilibrium geometry (ωB97M-V with the def2-TZVPD basis set, OMol25).

Each line ends with the Löwdin charge.
Cartesian coordinates (Å):
Gd (8.861263, 12.050366, 9.940108)  1.453
C (11.782896, 12.874951, 11.297397)  -0.142
C (11.866826, 12.853647, 9.778345)  -0.141
O (10.631204, 13.410136, 9.285084)  -0.390
C (10.512150, 13.546484, 7.853784)  -0.172
C (9.198280, 14.286219, 7.578914)  -0.147
O (8.207523, 13.830111, 8.518678)  -0.398
C (6.855569, 13.785326, 8.039097)  -0.169
C (5.952210, 13.428933, 9.217217)  -0.146
O (6.546970, 12.346577, 9.954961)  -0.341
C (5.868826, 12.026352, 11.183791)  -0.133
C (6.782212, 11.111591, 11.985960)  -0.141
O (8.010768, 11.832935, 12.195757)  -0.352
C (8.969336, 11.187814, 13.059429)  -0.135
C (10.247322, 12.017857, 13.019947)  -0.161
O (10.552641, 12.226241, 11.638662)  -0.353
H (11.780506, 13.910982, 11.681906)  0.116
H (12.640392, 12.327657, 11.737646)  0.159
H (11.975344, 11.816022, 9.416070)  0.147
H (12.720669, 13.457092, 9.435306)  0.149
H (10.493324, 12.538061, 7.391839)  0.112
H (11.368450, 14.117925, 7.452943)  0.149
H (8.858678, 14.085740, 6.542945)  0.156
H (9.324617, 15.376638, 7.716792)  0.113
H (6.775381, 13.023291, 7.237706)  0.101
H (6.559703, 14.776033, 7.633842)  0.162
H (4.953572, 13.116446, 8.852634)  0.160
H (5.833266, 14.303605, 9.888643)  0.121
H (4.912114, 11.526905, 10.968316)  0.158
H (5.680537, 12.952553, 11.748618)  0.139
H (6.995442, 10.178252, 11.436577)  0.145
H (6.308384, 10.874395, 12.964486)  0.165
H (9.170672, 10.166148, 12.685693)  0.136
H (8.582458, 11.143805, 14.095355)  0.160
H (11.064654, 11.467968, 13.527817)  0.153
H (10.109742, 12.994707, 13.530149)  0.122
I (8.489347, 14.895571, 11.618811)  1.027
C (9.626587, 16.751694, 11.397649)  -1.057
I (11.192250, 16.645220, 9.947112)  1.039
H (10.083694, 16.967604, 12.368054)  -0.034
H (8.923007, 17.529017, 11.079127)  -0.034
C (5.654768, 8.267301, 6.889738)  -0.067
C (6.895886, 8.615070, 6.083655)  -0.244
N (8.094604, 8.309147, 6.843756)  -0.119
C (8.615181, 6.948398, 6.747000)  -0.204
C (9.680443, 6.861322, 5.667869)  -0.067
C (8.710834, 9.200840, 7.631357)  -0.655
S (8.202717, 10.843225, 7.597062)  0.769
N (9.755911, 8.760813, 8.327814)  0.118
C (10.203947, 9.211821, 9.464587)  -0.392
O (9.628821, 10.133182, 10.170986)  -0.232
C (11.377424, 8.533381, 10.013783)  -0.140
C (11.946559, 7.446101, 9.332701)  -0.003
C (12.994374, 6.749773, 9.901249)  -0.055
C (13.488889, 7.116115, 11.143841)  -0.054
C (12.943822, 8.200825, 11.817922)  -0.066
C (11.900216, 8.906431, 11.254944)  -0.025
H (4.750216, 8.468065, 6.284109)  0.091
H (5.607176, 8.885979, 7.811458)  0.072
H (5.651390, 7.196538, 7.188209)  0.087
H (6.906366, 9.680658, 5.819145)  0.076
H (6.948382, 8.014924, 5.158672)  0.135
H (7.764755, 6.288714, 6.520645)  0.128
H (9.023856, 6.655177, 7.729327)  0.120
H (9.278574, 7.146967, 4.672276)  0.087
H (10.063412, 5.825861, 5.607058)  0.091
H (10.529537, 7.530543, 5.911717)  0.077
H (11.532016, 7.167932, 8.355139)  0.113
H (13.431560, 5.895821, 9.371698)  0.123
H (14.304115, 6.548481, 11.599090)  0.122
H (13.328721, 8.492913, 12.803876)  0.118
H (11.462478, 9.760489, 11.792156)  0.098

Atomic forces in eV per Å
Gd -0.383 0.437 0.300
C 0.163 0.076 0.329
C 0.392 -0.201 0.138
O 0.417 0.285 -0.283
C 0.119 -0.145 -0.641
C -0.005 0.418 -0.280
O 0.026 0.002 -0.669
C -0.506 0.003 -0.495
C -0.404 0.521 -0.062
O -0.401 0.208 0.245
C -0.130 -0.059 0.327
C -0.409 -0.088 0.433
O -0.130 -0.346 0.107
C 0.234 -0.311 0.330
C 0.038 0.267 0.506
O 0.491 0.013 0.113
H -0.044 -0.345 -0.116
H -0.369 0.231 -0.264
H 0.022 0.298 0.024
H -0.249 -0.174 0.044
H 0.086 0.464 0.203
H -0.340 -0.200 0.162
H 0.263 0.064 0.496
H -0.109 -0.459 -0.081
H 0.078 0.420 0.358
H 0.137 -0.527 0.258
H 0.500 0.172 0.108
H 0.098 -0.479 -0.237
H 0.288 0.114 0.034
H 0.040 -0.188 -0.179
H -0.086 0.129 0.202
H 0.276 0.075 -0.630
H -0.162 0.392 0.155
H 0.121 0.020 -0.493
H -0.349 0.200 -0.285
H 0.059 -0.465 -0.339
I -0.562 -0.161 0.522
C -1.390 1.165 1.619
I 1.852 -0.177 -1.744
H -0.157 0.012 -0.060
H 0.096 -0.103 0.141
C -0.529 -0.106 0.261
C -0.144 0.038 -0.479
N 0.701 0.818 0.919
C 0.036 -0.623 0.350
C 0.416 -0.083 -0.396
C -0.662 -0.430 -0.624
S -0.193 0.424 -0.319
N 0.625 -0.331 0.203
C -0.669 -0.493 -0.681
O 0.371 -0.993 0.276
C 0.634 -0.302 0.305
C -0.402 0.240 -0.336
C 0.275 -0.497 -0.357
C 0.309 -0.134 0.293
C 0.320 0.107 0.560
C -0.436 0.531 0.118
H 0.415 -0.158 0.366
H 0.020 -0.340 -0.528
H -0.035 0.660 -0.208
H -0.027 -0.438 -0.047
H -0.073 0.318 0.315
H 0.257 0.198 0.076
H -0.262 0.070 -0.538
H 0.248 -0.188 0.589
H -0.182 0.492 -0.050
H -0.446 -0.339 -0.150
H 0.258 0.067 0.538
H -0.195 0.377 0.231
H -0.272 0.193 -0.181
H -0.138 -0.178 -0.493
H 0.170 -0.456 -0.311

Output
spin multiplicity = 8
charge = +2
HOMO-LUMO gap (spin up / spin down) = 5.592 / 4.700 eV
lowest unoccupied orbital energy (spin up / spin down) = -5.31 / -9.01 eV
ΔE to the lowest compared entry with this formula, charge and spin = 78.0 kcal/mol
HOMO (spin up / spin down) = -0.4006 / -0.5039 Eh
⟨S²⟩ = 16.8037

=====

It is found that the calculated total energy values, taken in the order of the records, are -1429.30335, -3218.12851 Ha.